[1]
A structure of composition C17H21BMnN6O3S. Source: OMol25; level of theory: ωB97M-V/def2-TZVPD.

Structure (ORCA input):
```
! RIJCOSX wB97M-V def2-TZVPD def2/J DEFGRID3
* xyz 0 6
H -2.611 0.182 -1.849
N -0.990 1.531 -1.712
B 0.616 3.558 -1.991
N -0.749 2.792 -2.162
C -1.837 3.222 -2.849
Mn 0.371 0.557 -0.632
H -1.837 4.215 -3.296
C -2.804 2.215 -2.843
H -3.791 2.240 -3.301
C -2.225 1.165 -2.114
H 0.420 4.698 -2.355
C 3.011 -2.251 -0.017
H 3.053 -3.246 0.444
H 3.148 -1.532 0.900
H 3.899 -2.030 -0.627
N 1.727 2.926 -2.846
N 0.995 3.555 -0.489
N 2.107 1.626 -2.722
N 0.965 2.424 0.259
C 2.405 3.536 -3.865
C 1.418 4.596 0.273
H 2.229 4.585 -4.101
H 1.503 5.592 -0.159
C 3.260 2.596 -4.431
C 1.672 4.125 1.560
C 3.028 1.422 -3.673
C 1.367 2.752 1.501
H 3.954 2.743 -5.258
H 2.018 4.696 2.421
H 3.495 0.440 -3.774
H 1.401 1.993 2.283
H 2.106 -2.157 -0.646
C -3.545 -5.935 3.520
C -2.703 -4.758 3.121
C -1.432 -4.576 3.690
C -0.632 -3.491 3.308
C -1.103 -2.579 2.356
C -2.373 -2.756 1.793
C -3.171 -3.837 2.172
S -0.094 -1.217 1.769
O -0.700 0.135 2.171
O 1.332 -1.159 2.326
O -0.041 -1.200 0.052
H -3.005 -6.876 3.280
H -3.749 -5.899 4.610
H -4.515 -5.944 2.979
H -1.057 -5.282 4.421
H 0.352 -3.371 3.740
H -2.740 -2.061 1.047
H -4.146 -3.959 1.717
*
```

Output
HOMO (alpha / beta), eV: -9.1051 / -9.1001
<S²>: 8.755
LUMO (alpha / beta), eV: 0.34 / 0.30

[2]
A structure of composition C15H25ClCoINO2P. Source: OMol25; level of theory: ωB97M-V/def2-TZVPD.

Structure (ORCA input):
```
! RIJCOSX wB97M-V def2-TZVPD def2/J DEFGRID3
* xyz 2 5
C 1.991 1.870 -1.446
C 0.694 1.465 -2.025
H 2.266 2.863 -1.822
H 2.770 1.152 -1.741
H 1.944 1.890 -0.350
O 0.118 1.992 -2.964
I -2.153 -2.201 -0.544
Co -0.190 -0.179 -1.021
P 0.398 -1.198 -2.900
C -0.832 -1.176 -4.258
C 1.879 -0.617 -3.803
H 1.370 -3.081 -1.774
H 1.251 -3.369 -3.544
H -0.205 -3.503 -2.486
C 0.736 -2.970 -2.659
H 2.745 -0.657 -3.132
H 2.051 -1.262 -4.676
H -0.430 -1.713 -5.130
H -1.041 -0.133 -4.532
H 1.723 0.417 -4.136
H -1.758 -1.649 -3.912
C -1.705 0.347 -1.768
O -2.599 0.902 -2.260
Cl 1.624 -0.963 0.122
C 0.380 0.223 4.464
N 0.568 -0.574 3.225
C 1.136 -1.912 3.572
C -0.711 -0.707 2.391
C -1.192 0.627 1.918
C -1.923 1.427 2.828
C -2.292 2.729 2.499
C -2.012 3.208 1.222
C -1.344 2.386 0.291
C -0.967 1.109 0.637
H -0.496 -0.165 4.992
H 0.239 1.274 4.217
H 1.266 0.110 5.092
H 1.243 -0.097 2.603
H 0.360 -2.513 4.053
H 1.478 -2.386 2.652
H 1.982 -1.759 4.249
H -0.422 -1.360 1.569
H -1.451 -1.222 3.019
H -2.206 1.024 3.803
H -2.801 3.351 3.240
H -2.332 4.201 0.924
H -1.149 2.801 -0.701
*
```

Output
HOMO (alpha / beta), eV: -14.7056 / -15.5131
<S²>: 6.094
LUMO (alpha / beta), eV: -7.95 / -10.14

[3]
An isolated molecule of C5H9NS2. Source: OMol25; level of theory: ωB97M-V/def2-TZVPD.

Structure (ORCA input):
```
! RIJCOSX wB97M-V def2-TZVPD def2/J DEFGRID3
* xyz 0 1
C 1.691 0.355 -0.938
C 1.352 -0.838 -0.102
C 1.947 -1.149 1.050
C -1.450 -0.865 -0.134
C -1.403 0.515 0.489
H 0.911 0.735 -1.531
H 2.067 1.128 -0.287
H 2.491 0.120 -1.630
H 2.636 -0.448 1.483
H 1.765 -2.022 1.639
H -0.320 0.752 0.699
H -1.878 0.418 1.464
H -3.014 1.515 -0.016
H -1.742 1.529 -1.193
N -2.053 1.601 -0.190
S -0.068 -1.760 -0.708
S -2.933 -1.586 -0.094
*
```

Output
HOMO, eV: -8.5489
SMILES: C=C(C)SC(=S)CN
LUMO, eV: -0.27